1.
{"formula": "C6H10O", "method": "the ωB97M-V functional and the def2-TZVPD basis", "smiles": "C=CC[C@H]1CCO1", "lumo_energy_ev": 1.1, "e_homo_ev": -9.474, "relative_energy_kj_mol": 130.4, "homo_lumo_gap_ev": 10.6, "symbols": ["C", "C", "C", "C", "C", "C", "O", "H", "H", "H", "H", "H", "H", "H", "H", "H", "H"], "xyz": [[1.554722, -0.202286, 0.489186], [1.456118, -1.354637, 1.144760], [1.090818, 0.035497, -0.922577], [-0.302141, 0.671163, -0.970152], [-1.467207, -0.182568, -0.446633], [-1.593666, 0.906603, 0.624017], [-0.506645, 1.657966, 0.060037], [1.965963, 0.665131, 0.999983], [1.051499, -0.907927, -1.482728], [1.040947, -2.243651, 0.674321], [1.785607, -1.456021, 2.175845], [1.804541, 0.686737, -1.441453], [-0.479681, 1.109675, -1.961323], [-2.314338, -0.274861, -1.129533], [-1.184218, -1.172210, -0.078173], [-2.527656, 1.481154, 0.616970], [-1.374662, 0.580236, 1.647454]], "forces_ev_per_angstrom": [[-0.03, -0.12, 0.10], [0.01, 0.08, -0.08], [0.02, -0.01, -0.02], [0.12, -0.14, -0.28], [-0.06, -0.11, -0.03], [-0.26, -0.05, 0.23], [0.09, 0.13, 0.00], [-0.07, -0.09, -0.02], [-0.02, 0.12, 0.07], [0.08, 0.09, 0.02], [-0.04, 0.04, -0.17], [-0.09, -0.06, 0.10], [0.04, -0.08, 0.12], [0.12, 0.03, 0.10], [-0.03, 0.17, -0.02], [0.13, -0.08, -0.01], [0.00, 0.07, -0.12]]}



2.
{"formula": "C2H3N3O", "method": "the ωB97M-V functional and the def2-TZVPD basis", "lumo_energy_ev": 0.0, "e_homo_ev": -9.652, "relative_energy_kj_mol": 185.5, "homo_lumo_gap_ev": 9.6, "symbols": ["N", "C", "N", "C", "N", "O", "H", "H", "H"], "xyz": [[1.746154, -0.041928, -0.079064], [0.402514, -0.216404, 0.030884], [-0.395587, 0.702284, -0.499413], [-1.646369, 0.294543, -0.225412], [-1.836412, -0.895875, 0.260380], [-0.126500, -1.239732, 0.625995], [2.019309, 0.894748, -0.350426], [2.338188, -0.493793, 0.595883], [-2.501295, 0.996161, -0.358823]], "forces_ev_per_angstrom": [[-0.09, -0.14, 0.27], [-0.25, 0.53, -0.22], [0.25, 0.71, 0.27], [0.21, -0.70, 0.06], [1.83, 0.21, 1.15], [-2.31, 0.82, -1.35], [-0.13, -0.29, 0.06], [0.00, -0.15, -0.05], [0.49, -0.99, -0.20]]}



3.
{"formula": "C4H8N2O", "method": "the ωB97M-V functional and the def2-TZVPD basis", "smiles": "N#C[C@@H](N)CCO", "lumo_energy_ev": 0.8, "e_homo_ev": -10.145, "relative_energy_kj_mol": 157.3, "homo_lumo_gap_ev": 11.0, "symbols": ["N", "C", "C", "C", "O", "C", "N", "H", "H", "H", "H", "H", "H", "H", "H"], "xyz": [[1.856983, 0.827271, 0.936524], [0.461784, 0.672041, 0.516345], [0.380429, -0.126837, -0.805948], [-0.885454, -0.955862, -0.977071], [-2.008640, -0.097003, -0.897007], [-0.271678, -0.045140, 1.577215], [-0.884331, -0.625129, 2.367797], [2.364439, 1.365705, 0.239653], [1.906460, 1.354435, 1.804503], [-0.064602, 1.629257, 0.380427], [1.246447, -0.796201, -0.849002], [0.452261, 0.579586, -1.640877], [-0.928721, -1.731724, -0.200864], [-0.843252, -1.463582, -1.952115], [-2.749777, -0.599803, -0.539783]], "forces_ev_per_angstrom": [[0.02, 0.21, -0.01], [-0.23, -0.07, -0.07], [0.03, -0.02, -0.06], [0.36, -0.17, -0.01], [-0.23, -0.04, 0.05], [-0.55, -0.51, 0.71], [0.62, 0.57, -0.67], [-0.08, -0.09, 0.03], [-0.01, -0.08, -0.11], [0.04, -0.19, 0.04], [-0.09, 0.08, 0.02], [0.06, -0.07, 0.12], [0.00, 0.15, -0.10], [-0.05, 0.10, 0.13], [0.09, 0.16, -0.07]]}



4.
{"formula": "C6H8", "method": "the ωB97M-V functional and the def2-TZVPD basis", "smiles": "C1[C@H]2C[C@H]3[C@@H]1[C@@H]23", "lumo_energy_ev": 1.2, "e_homo_ev": -9.332, "relative_energy_kj_mol": 185.5, "homo_lumo_gap_ev": 10.5, "symbols": ["C", "C", "C", "C", "C", "C", "H", "H", "H", "H", "H", "H", "H", "H"], "xyz": [[1.239378, -0.072777, -0.593557], [0.665689, -0.640744, 0.706780], [-0.664616, 0.030644, 1.066209], [-0.724501, 1.172651, 0.051028], [-0.233413, 0.127739, -0.989882], [-0.614954, -1.011260, 0.012610], [1.719172, -0.873289, -1.176520], [1.894735, 0.806693, -0.584777], [1.202052, -1.145502, 1.490150], [-1.050950, -0.156293, 2.082080], [-1.746301, 1.490660, -0.085401], [-0.062677, 2.058556, 0.134233], [-0.550182, 0.193238, -2.031462], [-1.073431, -1.980318, -0.081491]], "forces_ev_per_angstrom": [[0.10, 0.10, 0.11], [0.46, -0.42, 0.25], [0.89, 0.31, 0.41], [-0.33, 0.15, 0.02], [-0.12, 0.10, -0.33], [-0.15, -0.41, -0.14], [-0.20, 0.21, 0.20], [-0.11, -0.03, 0.08], [0.05, -0.40, -0.03], [0.19, 0.66, -0.64], [-0.35, 0.16, -0.36], [-0.35, -0.46, 0.33], [0.10, 0.02, 0.17], [-0.19, 0.02, -0.06]]}



5.
{"formula": "C4H12N2O", "method": "the ωB97M-V functional and the def2-TZVPD basis", "smiles": "CNC(C)=O.CN", "lumo_energy_ev": 0.8, "e_homo_ev": -8.751, "relative_energy_kj_mol": 370.0, "homo_lumo_gap_ev": 9.6, "symbols": ["C", "C", "C", "C", "H", "H", "H", "H", "H", "H", "H", "H", "H", "H", "H", "H", "N", "N", "O"], "xyz": [[2.377104, -0.995380, -0.423514], [-0.330805, 1.862089, -0.372733], [-1.014014, 0.788724, 0.269971], [-2.413725, -1.120936, 0.185202], [1.580252, 0.389663, 1.236718], [3.277472, 0.362442, 0.841141], [3.386297, -0.990339, -0.932832], [2.297726, -1.830621, 0.400978], [1.652937, -0.979263, -1.207623], [-0.050886, 2.523864, 0.623242], [-1.003683, 2.296564, -1.142482], [0.625843, 1.376333, -0.808298], [-2.547279, 0.398189, -1.067045], [-1.710753, -1.406685, 0.958154], [-3.513360, -0.938914, 0.717359], [-2.542021, -2.164557, -0.433507], [2.246239, 0.280324, 0.469363], [-1.726854, -0.102391, -0.523998], [-0.590483, 0.250890, 1.209897]], "forces_ev_per_angstrom": [[0.55, 0.39, 3.85], [1.32, 2.87, 0.95], [-0.08, -2.91, -3.53], [-2.14, -4.35, 0.88], [0.14, -1.10, -0.50], [-3.02, 0.22, -0.52], [-1.04, 0.05, 0.91], [0.05, 0.75, -2.52], [-0.82, -0.38, -0.17], [-0.41, -0.92, -3.18], [0.90, 0.40, 0.48], [-1.49, 1.16, 0.74], [2.64, -0.90, 0.63], [-0.44, -0.28, 0.44], [2.83, 0.12, -1.52], [0.20, 2.80, 1.02], [4.31, -0.06, -1.06], [-5.75, 2.65, -3.29], [2.26, -0.53, 6.39]]}



6.
{"formula": "C3H9S", "method": "the ωB97M-V functional and the def2-TZVPD basis", "charge": -1, "lumo_energy_ev": 3.4, "e_homo_ev": -2.383, "relative_energy_kj_mol": 32.5, "homo_lumo_gap_ev": 5.8, "symbols": ["S", "H", "C", "C", "C", "H", "H", "H", "H", "H", "H", "H", "H"], "xyz": [[-1.216980, -1.135572, -4.450454], [-1.468965, -1.243355, -3.123966], [0.787291, 0.880730, 1.661483], [0.743707, -0.154067, 0.530766], [-0.643202, -0.196765, -0.106697], [1.618783, 1.565130, 1.507822], [0.925587, 0.390753, 2.626098], [-0.118103, 1.471528, 1.754231], [1.003513, -1.153221, 0.886280], [1.466616, 0.030205, -0.262100], [-1.453822, -0.520025, 0.544052], [-0.913842, 0.789043, -0.507441], [-0.730583, -0.724384, -1.060074]], "forces_ev_per_angstrom": [[-0.03, 0.00, 0.31], [0.02, 0.00, -0.28], [0.61, -0.30, 0.14], [-0.83, -0.39, -0.34], [-0.36, 0.59, -1.22], [0.06, 0.15, 0.17], [0.10, 0.05, 0.08], [-0.20, 0.04, -0.26], [-0.02, 0.02, 0.22], [0.08, 0.36, 0.05], [0.12, -0.07, 0.24], [0.05, 0.25, 0.59], [0.40, -0.71, 0.32]]}



7.
{"formula": "C20H45N5O5", "method": "the ωB97M-V functional and the def2-TZVPD basis", "smiles": "CC#N.CC#N.CC#N.CC#N.CC#N.CCO.CCO.CCO.CCO.CCO", "lumo_energy_ev": 0.0, "e_homo_ev": -9.578, "relative_energy_kj_mol": 0.0, "homo_lumo_gap_ev": 9.6, "symbols": ["C", "C", "N", "H", "H", "H", "C", "C", "N", "H", "H", "H", "C", "C", "N", "H", "H", "H", "C", "C", "N", "H", "H", "H", "C", "C", "N", "H", "H", "H", "C", "C", "O", "H", "H", "H", "H", "H", "H", "C", "C", "O", "H", "H", "H", "H", "H", "H", "C", "C", "O", "H", "H", "H", "H", "H", "H", "C", "C", "O", "H", "H", "H", "H", "H", "H", "C", "C", "O", "H", "H", "H", "H", "H", "H"], "xyz": [[1.502743, -2.968894, -3.001881], [0.270072, -2.211665, -3.541509], [-0.638570, -1.511821, -3.940023], [1.054714, -3.592417, -2.359961], [1.748132, -3.560202, -3.937221], [2.292516, -2.179665, -2.653296], [2.159247, -5.202562, -0.072839], [1.855277, -5.910236, -1.353691], [1.657825, -6.553844, -2.288938], [1.989125, -4.105470, -0.294311], [1.521025, -5.603281, 0.706916], [3.400918, -5.132734, 0.215629], [0.458459, 1.797751, -4.029626], [0.321428, 3.224351, -4.305688], [0.240430, 4.394760, -4.453875], [-0.414985, 1.440505, -3.370475], [0.486124, 1.229878, -4.801221], [1.413416, 1.543247, -3.511697], [2.413327, 4.514122, -0.719864], [1.620093, 3.791788, 0.363394], [1.110503, 3.243159, 1.217587], [2.780209, 5.437232, -0.398711], [3.433192, 4.141872, -0.801108], [1.854473, 4.518264, -1.670005], [2.508806, -1.226535, 4.085475], [1.907229, -2.206015, 2.961638], [1.368621, -2.887627, 2.193895], [3.187103, -0.488112, 3.470760], [1.587262, -0.657252, 4.543665], [3.188072, -1.770176, 4.789749], [-2.134057, 1.881466, 3.468809], [-2.793156, 3.057853, 2.707521], [-3.702925, 2.581295, 1.832051], [-3.034730, 1.369850, 3.891084], [-1.312880, 2.235143, 4.265789], [-1.609517, 1.193241, 2.780118], [-1.782113, 3.517837, 2.317475], [-3.267099, 3.843993, 3.436517], [-3.913178, 3.288989, 1.333005], [4.153669, 0.648440, 1.084048], [4.074793, -0.147101, -0.162063], [3.663927, -1.468839, 0.154914], [4.912446, 0.151379, 1.774030], [3.205956, 0.726557, 1.521566], [4.487065, 1.603518, 0.951855], [5.039364, 0.058883, -0.829354], [3.091343, 0.352549, -0.722565], [4.146506, -2.053425, -0.523622], [-2.295285, -3.059014, 3.783275], [-2.246524, -2.184492, 2.463899], [-3.459381, -2.422502, 1.730802], [-2.166416, -4.330501, 3.714285], [-3.219213, -2.792990, 4.134588], [-1.357748, -2.753240, 4.319459], [-1.334866, -2.280339, 1.884172], [-2.470186, -1.194671, 2.814491], [-3.691359, -1.403893, 1.543334], [-0.875027, 0.003236, -0.636412], [0.497602, -0.147797, 0.041679], [1.054711, -1.334288, -0.465793], [-1.562986, -0.789295, -0.434539], [-0.603651, -0.091704, -1.828427], [-1.301704, 0.995475, -0.103720], [0.311922, -0.645642, 1.001375], [1.123175, 0.709941, -0.189228], [1.937283, -1.653248, -0.074208], [-3.812708, 1.489001, -2.698578], [-4.925714, 2.499407, -3.019786], [-4.349301, 3.842094, -2.775172], [-4.397791, 0.658922, -2.971167], [-3.607425, 1.674690, -1.641830], [-2.871966, 1.653132, -3.324042], [-5.745034, 2.232379, -2.339652], [-5.250709, 2.484331, -4.012383], [-4.881900, 4.490959, -3.240368]], "forces_ev_per_angstrom": [[0.13, 3.75, -4.72], [-3.31, 3.97, -1.35], [4.97, -4.01, 2.07], [-0.76, -2.30, 3.06], [0.56, 0.55, 1.30], [-1.62, -1.88, -0.50], [2.98, 1.77, -1.15], [0.86, -0.44, 0.84], [-0.04, 0.53, 0.27], [-0.41, -1.20, 0.72], [0.26, 0.30, 0.24], [-3.67, -0.95, -0.84], [-0.72, 2.43, 6.35], [0.02, 3.62, -0.31], [0.26, -3.89, 0.45], [1.35, 0.61, -0.92], [-0.23, -3.44, -5.53], [-0.68, 0.63, 0.02], [-0.75, -1.93, 0.52], [2.17, 1.69, -2.30], [-0.84, -0.78, 1.07], [-0.81, 2.21, 0.64], [-0.27, -1.41, -0.43], [0.46, 0.19, 0.45], [-0.69, 0.40, -2.60], [0.35, 0.96, 1.70], [0.81, 0.74, 0.89], [-1.48, -1.28, 1.35], [2.09, -1.25, -0.71], [-1.09, 0.36, -0.53], [-0.21, 0.37, 1.42], [4.31, 1.76, 3.05], [0.31, -3.66, 1.04], [1.18, -0.18, 0.38], [-2.20, -0.72, -1.60], [-0.35, 0.42, 0.14], [-2.24, -0.02, -0.39], [0.88, -1.39, -1.04], [-1.61, 3.37, -3.08], [1.87, -2.87, 1.48], [-1.99, 2.81, -2.76], [2.72, -1.66, -1.97], [-1.05, 0.56, -0.49], [-1.41, -0.13, 0.96], [0.96, 2.64, -0.74], [-2.02, -1.24, 1.28], [2.71, -1.18, 0.60], [-1.25, 0.99, 1.66], [4.15, -2.77, -2.54], [-1.20, -1.69, 1.54], [-0.46, 3.66, -1.23], [-0.62, 3.77, -0.33], [-1.99, 0.30, 1.87], [-1.26, -0.13, 0.28], [0.06, -0.01, -0.19], [1.33, 0.80, 0.58], [0.03, -3.88, -0.02], [1.41, 2.33, -1.06], [-1.54, -2.67, 0.22], [2.34, -2.11, -2.15], [-0.22, -0.66, 0.32], [-1.27, 1.01, 2.85], [0.60, -1.85, -2.11], [0.04, 2.42, 1.37], [0.00, 0.30, 0.92], [-1.93, 1.40, -0.33], [0.22, 2.63, -1.02], [2.22, 1.58, 1.78], [-0.83, -1.09, 0.11], [0.38, -2.25, 0.24], [0.17, -0.80, -0.10], [-1.42, -0.40, 0.76], [-0.10, 0.58, -0.09], [-0.54, -0.34, -1.64], [-0.09, 0.07, 0.01]]}



8.
{"formula": "C2H8NO", "method": "the ωB97M-V functional and the def2-TZVPD basis", "charge": 2, "spin_multiplicity": 2, "lumo_energy_ev": [-9.9, -13.6], "e_homo_ev": [-21.866, -23.407], "s_squared": 0.7528, "relative_energy_kj_mol": 53.4, "homo_lumo_gap_ev": [12.0, 9.8], "symbols": ["N", "H", "H", "H", "H", "C", "C", "O", "H", "H", "H", "H"], "xyz": [[0.557153, 1.174554, 1.791259], [0.976874, 0.499205, 2.431407], [0.215394, 0.654774, 0.922604], [-0.271619, 1.619425, 2.200167], [1.244789, 1.917826, 1.642341], [0.367790, -1.610459, -0.921750], [-0.700932, -0.703562, -0.963587], [-0.458018, 0.525940, -0.569329], [0.406427, -2.624495, -1.307681], [1.313106, -1.109309, -0.715553], [-1.710616, -0.960207, -1.285464], [-0.597898, 1.260632, -1.198655]], "forces_ev_per_angstrom": [[-0.54, -0.56, -0.22], [-0.13, 0.06, 0.41], [1.06, 1.39, 1.22], [0.10, -0.15, 0.40], [0.07, -0.08, -0.47], [0.89, 0.65, -0.35], [-0.92, -0.47, -0.35], [0.69, -0.48, -0.80], [-0.53, -0.08, 0.21], [0.16, -0.48, 0.25], [0.06, 0.08, -0.30], [-0.89, 0.10, -0.01]]}



Computed F_max, in the same sequence as the records: 0.4 2.8 1.1 1.0 7.1 1.4 6.8 2.1 eV/A.